A.
A 2-piece molecular cluster, C2H8NO2P overall. Source: the OMol25 dataset; level of theory: ωB97M-V/def2-TZVPD.

Atoms and positions in Å:
H: 0.41 -2.50 0.76
H: -3.14 1.07 0.19
N: -1.08 0.84 0.10
H: -2.53 -0.50 0.76
H: 2.96 -0.20 0.40
P: 0.09 -0.04 -0.66
C: 2.58 0.27 -0.48
O: -0.32 -1.90 0.83
H: -2.54 -0.15 -1.01
O: 1.37 0.73 0.07
H: 2.34 -0.40 -1.33
H: -0.91 1.32 1.03
C: -2.41 0.33 0.02
H: 3.20 1.12 -0.69

molecular weight	109.06	g/mol
orbital gap (spin up / spin down)	9.05 / 9.05	eV
HOMO level (spin up / spin down)	-8.786 / -8.785	eV
spin multiplicity	1

***

B.
The molecule C2H8NO2P. Source: the OMol25 dataset; level of theory: ωB97M-V/def2-TZVPD.

Atoms and positions in Å:
H: 0.89 1.29 -0.96
C: 0.82 1.15 0.11
H: -3.09 -1.08 0.83
H: 0.08 -0.38 1.49
O: -2.35 1.04 -0.15
H: -1.38 -0.66 -1.58
O: -2.32 -1.43 0.38
H: 1.78 -1.57 0.21
P: -1.57 -0.19 -0.29
H: 1.11 -1.18 -1.24
H: 0.23 1.98 0.51
H: 1.82 1.18 0.55
C: 0.10 -0.13 0.44
N: 0.90 -1.50 -0.30

molecular weight	109.06	g/mol
orbital gap	11.13	eV
HOMO level	-10.179	eV
spin multiplicity	1

***

C.
A 2-piece molecular cluster, C2H8NO2P overall. Source: the OMol25 dataset; level of theory: ωB97M-V/def2-TZVPD.

Atoms and positions in Å:
H: -0.92 -0.19 2.96
H: 0.73 -0.09 3.06
H: -0.95 -1.56 -3.09
O: -1.32 1.25 -1.02
O: -0.30 -0.75 -2.98
H: 1.49 1.37 -0.13
P: -1.61 0.48 0.20
C: 1.31 0.37 0.33
H: 2.20 0.28 1.00
H: 1.47 -0.34 -0.57
H: -0.90 0.02 -3.11
C: 0.00 0.18 1.09
N: -0.05 -0.12 2.42
H: -1.16 -0.91 -0.16

molecular weight	109.06	g/mol
orbital gap	8.02	eV
HOMO level	-8.002	eV
spin multiplicity	1

***

Energy above the most stable structure, in hartree: A 0.0897; B 0.0000; C 0.0949

***

A.
C5H3NO3 as an isolated structure. Source: the OMol25 dataset; level of theory: ωB97M-V/def2-TZVPD.

Atoms and positions in Å:
O: 2.44 -0.24 -0.35
C: -2.18 -0.65 -0.23
O: -0.75 1.11 0.47
O: -2.90 0.25 -0.58
H: -2.44 -1.71 -0.50
H: 2.69 1.71 -0.74
C: -0.95 -0.40 0.59
C: 0.51 0.82 0.14
N: 1.65 -1.29 0.03
C: 1.89 0.96 -0.18
C: 0.57 -0.56 0.20
H: -1.24 -0.88 1.63

molecular weight	125.08	g/mol
orbital gap	9.92	eV
HOMO level	-9.491	eV
spin multiplicity	1

***

B.
The molecule C5H3NO3. Source: the OMol25 dataset; level of theory: ωB97M-V/def2-TZVPD.

Atoms and positions in Å:
C: -2.00 -0.60 0.04
H: -2.06 -1.76 0.19
C: 2.05 0.52 0.02
H: 0.21 -2.11 -0.01
N: 1.21 1.47 0.07
O: -0.91 2.30 -0.09
C: -0.17 1.31 -0.03
C: -0.60 -0.09 0.07
C: 0.39 -1.02 -0.07
H: 3.09 0.67 0.01
O: 1.73 -0.81 -0.13
O: -2.95 0.13 -0.08

molecular weight	125.08	g/mol
orbital gap	9.62	eV
HOMO level	-9.977	eV
spin multiplicity	1

***

Energy above the most stable structure, in hartree: A 0.1842; B 0.0000

***

A.
C3H5FO as an isolated structure. Source: the OMol25 dataset; level of theory: ωB97M-V/def2-TZVPD.

Atoms and positions in Å:
H: 1.37 -0.15 1.03
C: 0.04 -0.09 -0.63
H: -0.63 -1.52 2.32
O: -0.48 -0.34 2.03
C: -0.15 0.69 -1.63
H: 0.30 0.97 1.00
H: -0.68 0.25 -2.59
H: -0.10 1.75 -1.58
F: -0.08 -1.58 -0.85
C: 0.41 0.01 0.90

molecular weight	76.07	g/mol
orbital gap	11.09	eV
HOMO level	-10.538	eV
spin multiplicity	1

***

B.
The molecule C3H5FO. Source: the OMol25 dataset; level of theory: ωB97M-V/def2-TZVPD.

Atoms and positions in Å:
C: -0.98 -0.21 0.05
C: 0.55 -0.91 0.52
O: -1.48 0.75 0.85
H: 0.46 -1.93 0.01
H: 0.54 -0.88 1.58
H: 1.21 -0.11 0.17
H: -0.28 1.78 -0.50
C: -1.24 1.13 -0.53
H: -1.99 1.31 -1.24
F: -1.88 -1.23 -0.23

molecular weight	76.07	g/mol
orbital gap	11.66	eV
HOMO level	-10.656	eV
spin multiplicity	1

***

Energy above the most stable structure, in hartree: A 0.0673; B 0.0000

***

A.
The molecule C4H7FO2. Source: the OMol25 dataset; level of theory: ωB97M-V/def2-TZVPD.

Atoms and positions in Å:
H: 0.12 0.87 1.78
F: 1.96 -0.83 -0.58
O: -0.78 1.56 -0.74
H: -0.56 -1.37 -1.31
H: 1.26 1.71 -0.89
C: -0.42 -1.25 -0.22
O: -1.64 -0.71 0.27
H: 1.90 0.84 1.46
C: 0.78 -0.33 -0.06
H: -1.44 0.94 -0.30
C: 0.90 0.74 1.02
H: -2.36 -1.08 -0.26
C: 0.49 1.16 -0.37
H: -0.20 -2.25 0.22

molecular weight	106.10	g/mol
orbital gap	9.65	eV
HOMO level	-9.112	eV
spin multiplicity	1

***

B.
The molecule C4H7FO2. Source: the OMol25 dataset; level of theory: ωB97M-V/def2-TZVPD.

Atoms and positions in Å:
H: -2.22 -2.30 -0.33
O: -0.62 1.46 0.06
H: 1.82 2.02 0.66
H: -1.88 -0.93 -1.30
H: -2.69 -0.61 0.40
C: -0.13 0.13 -0.29
C: 2.28 1.04 0.48
F: 1.97 -1.29 -0.16
C: -2.02 -1.26 -0.19
C: 1.60 -0.03 0.11
O: -0.75 -0.92 0.33
H: 3.41 1.03 0.58
H: -0.14 0.06 -1.38
H: -0.62 1.59 1.03

molecular weight	106.10	g/mol
orbital gap	10.89	eV
HOMO level	-10.016	eV
spin multiplicity	1

***

Energy above the most stable structure, in hartree: A 0.0000; B 0.0286

***

A.
A 13-piece molecular cluster, C14H54N12O13 overall. Source: the OMol25 dataset; level of theory: ωB97M-V/def2-TZVPD.

Atoms and positions in Å:
H: 6.70 13.47 6.05
N: 10.84 14.09 10.35
H: 9.20 9.82 15.47
H: 13.83 14.47 12.83
N: 11.81 10.54 13.82
H: 11.76 14.45 10.10
H: 11.18 9.79 13.56
H: 14.88 16.17 7.65
H: 14.06 11.49 10.42
O: 13.97 11.32 13.62
H: 8.47 15.51 15.24
H: 17.12 12.76 11.80
H: 6.19 9.74 8.91
N: 6.78 13.12 6.98
H: 10.40 17.09 11.52
H: 11.76 10.10 10.06
N: 14.82 11.81 9.75
H: 13.50 14.29 8.68
H: 12.33 9.09 12.23
H: 7.96 9.17 11.10
C: 9.56 15.19 15.36
H: 8.36 17.72 10.45
H: 8.16 11.24 15.60
H: 13.37 17.07 7.33
H: 12.17 10.88 6.09
C: 5.68 13.74 10.37
N: 9.06 13.77 7.25
H: 14.02 14.25 6.43
H: 15.19 15.77 9.97
H: 9.45 11.29 11.46
O: 12.94 11.45 7.87
N: 11.73 9.16 9.69
H: 10.88 6.95 8.97
N: 16.18 12.80 11.48
N: 10.32 7.28 9.70
C: 6.73 9.08 9.58
C: 10.83 8.40 10.34
H: 14.78 11.33 8.83
H: 10.27 14.69 10.98
H: 11.39 11.28 14.33
H: 5.74 12.93 11.15
O: 10.13 15.04 14.03
H: 12.44 14.94 6.24
H: 9.19 18.68 11.76
O: 12.75 14.49 8.07
H: 9.30 11.16 13.56
C: 8.67 17.77 11.50
H: 6.08 12.41 7.09
H: 9.81 6.61 10.21
C: 10.89 12.76 10.75
O: 9.57 16.73 11.89
H: 14.45 16.57 5.96
H: 9.60 14.19 15.81
H: 9.80 15.66 13.41
H: 5.97 8.49 10.18
H: 7.38 8.42 9.02
O: 16.91 12.74 9.29
C: 11.95 11.59 6.90
C: 8.36 10.36 14.99
H: 8.72 14.73 7.20
H: 7.43 9.79 15.13
H: 4.65 14.07 10.33
H: 15.43 14.69 11.38
H: 12.70 12.08 8.58
H: 11.97 12.62 6.53
C: 13.70 15.81 11.30
O: 8.53 10.60 13.69
H: 12.56 15.51 12.99
N: 14.91 15.40 10.86
O: 10.39 8.72 11.46
C: 13.33 14.95 6.84
C: 8.07 12.83 7.37
O: 11.91 12.06 10.49
O: 8.23 11.80 7.96
C: 14.04 16.30 6.92
O: 7.51 9.80 10.53
H: 15.57 12.21 12.07
N: 9.67 12.29 11.33
H: 8.85 12.80 11.35
H: 11.00 11.40 7.42
H: 9.80 13.72 7.93
O: 6.66 14.74 10.70
H: 12.02 9.22 8.72
H: 10.07 15.89 16.00
H: 7.82 17.75 12.16
N: 13.45 15.37 12.63
H: 5.92 13.26 9.42
H: 6.28 15.61 10.50
O: 12.96 16.58 10.68
N: 13.22 9.36 12.63
C: 13.12 10.50 13.36
C: 16.04 12.47 10.09
H: 14.05 9.24 12.06

molecular weight	598.66	g/mol
orbital gap	10.01	eV
HOMO level	-9.556	eV
spin multiplicity	1

***

B.
A 13-piece molecular cluster, C14H54N12O13 overall. Source: the OMol25 dataset; level of theory: ωB97M-V/def2-TZVPD.

Atoms and positions in Å:
N: -0.91 -0.72 -0.02
N: -3.43 -1.70 -0.59
H: 1.13 4.02 -2.20
H: -0.88 -0.28 1.50
H: 0.30 2.02 1.05
H: 1.27 1.41 -0.71
H: 2.30 -0.76 3.84
H: 1.13 0.92 -3.10
H: -1.94 -1.04 -0.25
H: -3.69 -3.27 2.16
H: 2.72 -0.70 -1.84
O: 2.48 2.83 -1.02
O: -1.22 0.12 4.80
H: -0.17 1.65 -4.24
C: -3.25 -2.67 0.24
H: 3.11 1.41 -5.32
H: 1.86 -5.08 2.45
H: -4.97 1.34 2.41
N: 0.73 0.73 -0.14
H: -2.34 0.54 2.00
H: -0.47 -2.65 3.58
H: 1.38 -1.41 -2.64
H: -3.11 -2.00 -1.58
H: -0.71 2.97 -6.21
H: 0.97 1.62 3.49
C: -0.44 0.30 -0.67
H: -4.30 -1.66 1.61
H: -1.53 1.12 -3.18
N: -3.62 -2.42 1.46
H: -4.04 -0.87 -0.55
H: -0.34 -1.43 0.44
H: -3.34 3.57 -0.79
H: 4.80 -0.16 1.49
C: 4.02 -0.37 0.65
C: 1.37 2.32 2.72
H: 3.50 -2.88 -1.64
N: -1.82 -1.79 3.41
O: 2.98 -2.61 -2.32
O: -2.58 -3.81 -0.14
H: 2.87 1.33 -3.01
H: -2.39 3.22 -6.34
C: 2.31 0.79 -4.85
H: 1.51 -4.32 -1.01
H: 0.87 -1.21 2.95
N: 1.61 -4.62 0.01
H: 0.50 3.11 -0.86
H: 3.82 0.52 0.10
H: -4.47 -0.34 2.27
O: -2.30 5.23 -0.36
N: -1.67 2.73 -5.84
N: 0.26 -3.05 4.24
H: 1.67 -5.62 0.12
O: -1.21 1.07 -1.45
C: -2.32 3.86 -0.58
N: -1.17 1.53 -4.06
C: 1.31 3.62 -1.22
H: -2.18 -2.38 4.23
H: -0.46 0.91 2.72
H: 1.04 -3.65 2.96
O: -3.41 2.20 -4.58
H: 2.71 -0.19 -4.73
H: -1.82 3.82 -1.54
O: 2.73 -0.62 1.20
H: -2.97 5.44 0.34
H: 2.26 1.93 2.25
N: -0.69 -0.07 2.54
O: 0.34 2.61 1.75
N: 1.42 -4.23 2.14
H: 3.08 3.06 -1.72
H: 4.46 -1.12 -0.01
O: 1.21 0.80 -5.80
O: -3.08 1.16 1.86
C: 1.38 -2.46 4.51
C: -1.31 -0.59 3.60
H: 1.49 0.25 -6.52
H: 1.58 -1.82 -0.94
H: -0.01 -3.90 4.79
H: 1.78 3.18 3.27
O: 2.27 -2.79 5.53
H: 1.30 0.18 0.47
H: -3.87 0.76 3.71
C: 1.96 1.46 -3.59
C: 2.10 -1.62 -1.90
H: -1.70 3.31 0.19
H: 2.78 -1.54 1.40
H: 1.78 2.50 -3.63
C: -2.05 2.17 -4.75
N: 1.57 -1.47 3.63
O: 0.34 -2.76 0.78
C: 1.06 -3.90 0.93
H: -2.40 -2.10 2.57
C: -4.10 0.65 2.62
H: 1.23 4.38 -0.53

molecular weight	598.66	g/mol
orbital gap	8.02	eV
HOMO level	-8.209	eV
spin multiplicity	1

***

Energy above the most stable structure, in hartree: A 0.0000; B 0.3475

***

A.
An isolated ion of composition C6H9N2S and charge +1. Source: the OMol25 dataset; level of theory: ωB97M-V/def2-TZVPD.

Atoms and positions in Å:
H: 1.02 0.52 3.50
C: 1.29 -0.29 2.97
N: 0.47 -0.33 1.82
H: 2.35 -0.25 2.51
H: -2.79 -2.28 -0.56
C: 1.40 1.28 -1.77
H: -3.13 -0.72 -0.06
H: -0.29 2.33 -2.20
H: 1.93 2.27 -2.05
C: -0.42 -0.82 1.21
H: 1.06 -1.10 3.77
H: 1.52 1.11 -0.76
S: -1.89 -0.89 -2.20
N: -1.20 -1.41 0.47
H: 2.00 0.38 -2.21
C: -0.06 1.33 -2.10
C: -2.36 -1.42 -0.15
C: -0.90 0.30 -2.17

molecular weight	141.22	g/mol
orbital gap	8.12	eV
HOMO level	-13.031	eV
spin multiplicity	1
total charge	+1

***

B.
An isolated ion of composition C6H9N2S and charge +1. Source: the OMol25 dataset; level of theory: ωB97M-V/def2-TZVPD.

Atoms and positions in Å:
H: 0.91 2.92 -3.32
H: -0.82 -1.74 0.54
H: 1.06 -0.55 0.58
C: 0.61 2.12 -2.69
H: 0.55 -0.96 -1.65
C: 1.14 0.86 -2.56
C: 0.52 0.14 -1.59
S: -0.69 2.35 -1.60
H: 1.67 0.27 -3.33
N: -2.65 0.81 0.02
H: 0.22 0.74 1.61
C: -1.50 0.33 0.05
C: -0.90 -0.75 1.05
C: -0.46 0.83 -0.87
H: -1.65 -0.70 1.88
H: -3.44 0.53 0.55
N: 0.43 -0.25 1.47
H: 0.71 -0.77 2.40

molecular weight	141.22	g/mol
orbital gap	8.82	eV
HOMO level	-12.623	eV
spin multiplicity	1
total charge	+1

***

C.
An isolated ion of composition C6H9N2S and charge +1. Source: the OMol25 dataset; level of theory: ωB97M-V/def2-TZVPD.

Atoms and positions in Å:
H: 1.60 -2.42 0.01
H: -3.03 -0.48 0.02
S: 2.10 1.31 0.33
C: 2.46 -0.38 -0.36
C: 1.48 -1.42 0.31
H: 2.36 -0.12 -1.39
N: 0.18 -0.90 -0.01
H: -1.19 -2.44 0.14
C: 0.07 0.42 -0.03
H: 1.67 -1.49 1.43
H: 3.40 -0.63 -0.05
N: -1.19 0.75 -0.13
C: -1.97 -0.41 -0.12
H: -2.59 2.32 -0.64
C: -1.07 -1.42 -0.11
H: -0.69 2.60 -0.42
H: -1.96 2.55 1.06
C: -1.65 2.17 -0.02

molecular weight	141.22	g/mol
orbital gap	8.63	eV
HOMO level	-13.546	eV
spin multiplicity	1
total charge	+1

***

Energy above the most stable structure, in hartree: A 0.1003; B 0.0000; C 0.0069

***

A.
A 4-piece molecular cluster, C4H15NO3 overall. Source: the OMol25 dataset; level of theory: ωB97M-V/def2-TZVPD.

Atoms and positions in Å:
C: -0.55 0.17 -0.80
C: 0.59 0.37 1.19
H: 0.87 -0.06 2.15
H: -2.02 -7.02 0.31
O: -1.13 -6.81 -0.02
H: 3.06 -1.97 2.15
H: 3.33 -0.84 3.24
H: -1.09 -7.37 -0.81
H: -0.15 2.36 1.74
H: -0.69 -1.16 0.72
C: -0.46 1.48 1.19
H: -1.54 -0.17 -1.08
H: 1.50 0.69 0.68
C: -0.65 1.64 -0.32
H: 0.02 0.08 -1.73
H: -0.50 5.82 -4.55
H: -1.62 2.04 -0.58
H: 0.18 2.25 -0.68
O: -0.08 5.26 -3.89
H: -0.61 4.44 -3.87
N: 0.05 -0.64 0.27
H: -1.34 1.05 1.67
O: 2.83 -1.62 3.02

molecular weight	125.17	g/mol
orbital gap	9.60	eV
HOMO level	-8.771	eV
spin multiplicity	1

***

B.
A 3-piece molecular cluster, C4H15NO3 overall. Source: the OMol25 dataset; level of theory: ωB97M-V/def2-TZVPD.

Atoms and positions in Å:
H: -1.68 0.17 1.45
C: -1.44 -1.59 0.35
H: -2.80 0.19 0.18
C: -1.70 -0.09 0.36
N: -0.96 0.87 -0.51
O: 1.07 0.57 -2.73
H: -1.91 -2.14 1.09
O: 0.64 -0.96 1.34
H: 0.10 -2.93 1.09
H: -1.54 -1.95 -0.71
H: -0.30 0.45 -1.23
C: 0.09 -1.94 0.61
H: 0.72 -2.07 -0.29
O: 2.32 0.98 0.23
H: 2.11 0.48 -2.74
H: -0.55 2.87 0.00
H: 0.11 1.89 1.35
H: 1.76 0.63 1.00
H: 2.45 0.30 -0.26
H: 0.74 1.44 -2.41
C: -0.10 1.85 0.23
H: 0.02 -0.81 2.09
H: 0.82 1.80 -0.48

molecular weight	125.17	g/mol
orbital gap	8.86	eV
HOMO level	-8.280	eV
spin multiplicity	1

***

Energy above the most stable structure, in hartree: A 0.0000; B 0.1062

***

A.
The molecule C16H24N2O3. Source: the OMol25 dataset; level of theory: ωB97M-V/def2-TZVPD.

Atoms and positions in Å:
H: -3.43 0.33 -1.69
C: 4.27 -2.45 -0.10
H: -4.02 -0.44 1.21
C: -7.33 -0.63 0.60
C: 2.67 0.76 0.52
N: -2.23 1.04 -0.07
H: -0.73 3.17 0.20
H: -1.31 1.74 -1.87
C: 4.72 2.05 0.36
C: 4.52 -3.90 -0.30
H: -0.32 1.17 1.65
H: -4.68 -2.17 -0.49
C: 5.49 0.93 0.12
C: 3.34 1.97 0.55
H: 2.13 -2.20 0.26
H: -4.89 0.79 0.29
C: -1.06 1.33 -0.88
H: 1.41 2.15 -1.30
C: -5.25 -1.24 -0.36
C: -0.14 2.32 -0.15
H: -5.64 -0.93 -1.34
H: 5.21 -4.29 0.45
C: -4.34 -0.15 0.21
H: 6.27 -1.79 -0.32
H: 3.58 -4.45 -0.23
C: 3.44 -0.40 0.27
H: -8.15 -1.10 1.14
C: 3.11 -1.78 0.16
H: 4.95 -4.08 -1.29
C: -3.11 0.05 -0.67
H: -2.75 1.90 0.08
O: 1.34 0.55 0.71
H: -7.00 0.25 1.16
H: -2.55 -0.88 -0.74
H: 5.19 3.02 0.40
H: -7.69 -0.31 -0.39
C: 4.83 -0.29 0.07
N: 5.31 -1.55 -0.15
H: 1.02 2.35 1.70
C: 0.49 1.62 1.07
H: 2.80 2.89 0.72
H: -0.52 0.39 -1.03
O: -6.32 -1.60 0.49
O: 0.82 2.86 -1.02
H: 6.56 1.00 -0.03

molecular weight	292.38	g/mol
orbital gap	8.34	eV
HOMO level	-7.490	eV
spin multiplicity	1

***

B.
The molecule C16H24N2O3. Source: the OMol25 dataset; level of theory: ωB97M-V/def2-TZVPD.

Atoms and positions in Å:
O: -0.84 -1.42 -1.03
H: -0.29 -3.30 -0.34
H: 2.71 2.01 2.99
C: -2.51 -1.24 2.28
C: -1.62 -1.65 1.29
C: -1.64 -1.09 0.03
O: 2.23 -3.10 -0.01
H: 1.14 -1.56 0.82
C: 4.36 0.10 -1.15
N: 3.43 -0.69 -0.37
C: 4.30 2.29 0.15
H: 0.37 -2.75 -1.89
H: -4.26 2.58 -2.84
H: 5.32 2.07 0.52
H: -4.59 3.53 -1.38
C: -4.67 2.54 -1.83
H: 3.38 3.51 2.30
C: -2.59 -0.08 -0.22
C: 0.12 -2.44 -0.87
H: 1.49 0.02 -1.00
H: -2.46 -1.72 3.25
H: -5.02 1.76 0.78
H: 4.21 3.38 0.04
N: -4.29 1.29 0.28
C: 1.40 -1.97 -0.17
H: 4.48 2.20 2.79
O: 3.35 1.83 1.09
H: 4.36 -0.29 -2.17
C: 3.49 2.42 2.36
C: -2.91 0.71 -1.37
H: -4.14 0.05 2.84
H: 4.71 2.08 -1.93
C: 4.06 1.61 -1.19
H: -5.73 2.29 -1.91
H: 3.14 -2.75 0.01
H: 2.27 -1.24 -2.00
C: -3.48 0.32 0.80
H: -2.42 0.65 -2.32
C: -3.94 1.52 -1.03
C: -3.45 -0.26 2.06
H: -0.92 -2.43 1.53
H: 3.32 -0.25 0.54
H: 3.03 1.77 -1.49
C: 2.12 -0.88 -0.97
H: 5.36 -0.05 -0.73

molecular weight	292.38	g/mol
orbital gap	8.22	eV
HOMO level	-7.376	eV
spin multiplicity	1

***

Energy above the most stable structure, in hartree: A 0.0082; B 0.0000